Arrangement one

DFT (ωB97M-V with the def2-TZVPD basis set) results for 4 unconnected molecules or ions with the total composition C3H13NO2S.

The calculation puts the HOMO energy at -9.49 eV. The HOMO-LUMO gap is 8.7 eV.

Element x y z (Å)
C: -2.3726 -1.6691 -0.0301
N: -1.7020 -0.5292 0.6869
C: -0.3422 -0.2408 0.1798
C: 0.3111 0.9309 0.8615
S: 2.0184 1.1597 0.3569
H: -1.9987 -2.7009 0.2369
H: -3.4256 -1.6515 0.2633
H: -2.1515 -1.4438 -1.0857
H: -1.6615 -0.8602 1.6649
H: -0.4969 -0.1212 -0.8906
H: 0.2104 -1.1379 0.2716
H: 0.2458 0.7444 1.9156
H: -0.2856 1.8408 0.6968
H: 2.9198 -0.2038 1.3844
H: 2.3495 -0.9011 -0.4965
H: 2.9591 -1.4573 -1.8058
O: 2.4592 -1.7347 -0.9805
H: -2.5654 0.6719 -0.3341
H: -3.0669 1.4895 -1.6555
O: -2.3183 1.3069 -1.0908

Arrangement two

DFT (ωB97M-V with the def2-TZVPD basis set) results for 3 unconnected molecules or ions with the total composition C3H13NO2S.

The calculation puts the HOMO energy at -9.16 eV. The HOMO-LUMO gap is 9.3 eV. The SMILES is NCCCS.O.O.

Element x y z (Å)
N: 0.3135 -0.1128 -1.2906
C: 0.2605 1.2085 -0.6405
C: 1.4247 1.3852 0.3296
C: 1.5405 2.7819 0.9121
S: 3.0749 2.9641 1.8931
H: -0.5740 -0.5830 -1.2403
H: 1.0243 -0.7468 -0.9613
H: 0.2374 1.9460 -1.4283
H: -0.6593 1.2773 -0.0518
H: 1.3390 0.6506 1.1229
H: 2.3763 1.1072 -0.1440
H: 0.6755 3.0148 1.5345
H: 1.5770 3.5608 0.1616
H: 2.5430 3.1549 3.1031
O: -3.7335 -3.5548 1.4466
H: -4.0338 -3.3682 2.3435
H: -2.8761 -3.1192 1.3866
O: -1.4171 -4.0755 -3.1437
H: -1.9914 -4.3046 -2.4058
H: -1.1014 -3.1866 -2.9272

Arrangement three

DFT (ωB97M-V with the def2-TZVPD basis set) results for 3 unconnected molecules or ions with the total composition C3H13NO2S.

The calculation puts the HOMO energy at -9.22 eV. The HOMO-LUMO gap is 9.7 eV. The SMILES is C[C@@H](N)CS.O.O.

Element x y z (Å)
C: 1.4649 0.4967 0.1111
C: 0.0314 0.7178 0.3314
N: -0.3403 1.1464 1.6355
C: -0.3925 2.0095 -0.4730
S: -2.1485 2.2373 -0.8188
H: 1.8019 0.1793 -0.8863
H: 1.7637 -0.2860 0.7906
H: 2.1165 1.3488 0.2831
H: -0.5471 -0.1158 0.1804
H: -1.3593 1.4110 1.4824
H: -0.4463 0.4029 2.3941
H: 0.2315 2.7510 0.1309
H: 0.1982 1.9051 -1.3654
H: -2.1020 3.5187 -0.3614
O: 0.4381 -2.7729 -1.9118
H: 0.5687 -3.0867 -1.0042
H: 1.2194 -2.3780 -2.3470
O: -0.7589 -3.5276 0.5530
H: -0.4314 -3.0062 1.2421
H: -1.3080 -2.9512 0.0333

Arrangement four

DFT (ωB97M-V with the def2-TZVPD basis set) results for 3 unconnected molecules or ions with the total composition C3H13NO2S.

The calculation puts the HOMO energy at -8.93 eV. The HOMO-LUMO gap is 9.2 eV. The SMILES is C[C@H](N)CS.O.O.

Element x y z (Å)
C: -0.1702 -0.4032 -1.7519
C: 0.8838 -0.8283 -0.7168
N: 1.5705 -2.0238 -1.1988
C: 0.2476 -0.8319 0.6779
S: 1.5207 -1.1814 1.9074
H: -0.8267 0.3079 -1.2458
H: 0.2649 0.0124 -2.6554
H: -0.7709 -1.2545 -2.0591
H: 1.6412 -0.0587 -0.6580
H: 1.0072 -2.8523 -1.0303
H: 2.4305 -2.1698 -0.6811
H: -0.6061 -1.5088 0.7759
H: -0.1739 0.1635 0.7979
H: 0.8131 -1.1152 3.0179
O: -2.8258 1.4760 0.9052
H: -1.9191 1.8354 0.9211
H: -3.3007 2.1958 0.4750
O: -0.1627 2.4459 0.8930
H: -0.1373 3.2535 1.4139
H: 0.5137 2.5374 0.2121

Most stable one: arrangement four, least stable one: arrangement one.